Version one
Formula: CH4N2O2S
Source: the Open Molecules 2025 dataset
Level of theory: wB97M-V/def2-TZVPD

The geometry in XYZ format:
```
10
Properties=species:S:1:pos:R:3:mulliken_charge:R:1
C 1.24502 0.69351 -0.21655 -0.695
N -1.91671 0.09667 -0.56007 0.321
N -0.91733 0.11085 1.59578 -0.618
O -3.01139 -0.28779 -0.48020 -0.230
O -0.74878 -0.99172 -0.67705 -0.301
S -0.03572 -0.38726 0.53428 0.539
H 2.03517 0.08467 0.21613 0.232
H 1.33414 0.58461 -1.28790 0.305
H 1.20904 1.71871 0.13051 0.306
H 0.80655 -1.62225 0.74507 0.141
```

Computed properties:
Total charge: 0
Multiplicity: 1



Version two
Formula: CH4N2O2S
Source: the Open Molecules 2025 dataset
Level of theory: wB97M-V/def2-TZVPD

The geometry in XYZ format:
```
10
Properties=species:S:1:pos:R:3:mulliken_charge:R:1
C 0.53893 -0.11999 0.53151 0.469
H -1.37110 -0.97398 1.24148 0.359
H 0.47416 0.27939 2.61642 0.260
H -1.24677 -0.43420 0.07582 0.326
H -0.47814 1.85464 -1.87216 0.165
N -0.07669 0.26216 1.75484 -0.068
N -0.34347 -0.55521 -0.39469 -0.389
O -1.39402 -0.15393 1.86225 -0.429
O 1.78153 -0.02205 0.43826 -0.607
S -0.04816 0.21583 -2.07348 -0.086
```

Computed properties:
Total charge: 0
Multiplicity: 1



Result of the stability comparison: version two is the most stable of them.



Version one
Formula: CH4N2O2S
Source: the Open Molecules 2025 dataset
Level of theory: wB97M-V/def2-TZVPD

The geometry in XYZ format:
```
10
Properties=species:S:1:pos:R:3:mulliken_charge:R:1
N -0.45962 2.34304 0.69519 -0.316
C 0.59075 1.92496 0.32949 0.240
S 2.18928 2.18719 -0.01205 -0.204
H -1.42484 2.20646 0.44488 0.308
O -1.04691 -0.67389 -0.06896 -0.419
N 0.24783 -1.31104 0.02229 -0.110
O 0.34701 -2.16675 -1.05387 -0.398
H -1.55678 -0.99686 0.63263 0.336
H 0.84515 -0.42675 -0.15728 0.222
H 0.26812 -3.08635 -0.83232 0.340
```

Computed properties:
Structure (SMILES): N=C=S.ONO
Total charge: 0
Multiplicity: 1



Version two
Formula: CH4N2O2S
Source: the Open Molecules 2025 dataset
Level of theory: wB97M-V/def2-TZVPD

The geometry in XYZ format:
```
10
Properties=species:S:1:pos:R:3:mulliken_charge:R:1
C 0.46412 -0.46195 -1.84631 0.280
N 0.58930 0.32918 1.76243 -0.431
N -0.48659 0.29160 -1.56315 -0.599
O 1.27498 -0.74992 -0.85632 -0.504
O -0.49583 0.51401 4.05071 -0.436
S 0.71157 0.38580 3.24679 0.455
H 0.58831 -1.10165 -2.84085 0.265
H -0.22940 0.60392 1.25139 0.309
H 0.92917 -0.39242 0.07764 0.466
H -1.16457 0.45990 -2.25097 0.196
```

Computed properties:
Total charge: 0
Multiplicity: 1



Result of the stability comparison: version two is the most stable of them.



Version one
Formula: CH4N2O2S
Source: the Open Molecules 2025 dataset
Level of theory: wB97M-V/def2-TZVPD

The geometry in XYZ format:
```
10
Properties=species:S:1:pos:R:3:mulliken_charge:R:1
O 1.35038 -1.46378 0.87088 -0.365
N 0.38677 -1.07196 0.00996 -0.043
C -0.12802 0.14773 0.04645 0.364
S 0.20061 1.28324 1.20001 -0.506
N -1.06076 0.40908 -0.97544 -0.155
O -0.95127 -0.41088 -2.09109 -0.465
H 1.51891 -0.64269 1.40678 0.277
H 0.36333 -1.68266 -0.81881 0.275
H -1.00131 1.39474 -1.24255 0.267
H -1.79748 -0.85014 -2.30429 0.351
```

Computed properties:
Structure (SMILES): ONC(=S)NO
Total charge: 0
Multiplicity: 1



Version two
Formula: CH4N2O2S
Source: the Open Molecules 2025 dataset
Level of theory: wB97M-V/def2-TZVPD

The geometry in XYZ format:
```
10
Properties=species:S:1:pos:R:3:mulliken_charge:R:1
C -0.17123 1.48913 0.02623 0.001
N 0.72274 2.31813 -0.08550 -0.405
N -1.25570 -2.15374 0.22444 -0.527
O 1.68946 -0.47470 0.59328 -0.481
O 0.73611 -0.28779 -1.77780 -0.484
S 0.57691 -0.34112 -0.33966 0.770
H -1.18754 1.52479 0.43188 0.379
H 0.79231 3.31527 -0.18302 0.259
H -0.69749 -3.07666 -0.05740 0.246
H -1.20557 -2.31331 1.16755 0.242
```

Computed properties:
Total charge: 0
Multiplicity: 1



Result of the stability comparison: version one is the most stable of them.



Version one
Formula: CH4N2O2S
Source: the Open Molecules 2025 dataset
Level of theory: wB97M-V/def2-TZVPD

The geometry in XYZ format:
```
10
Properties=species:S:1:pos:R:3:mulliken_charge:R:1
O -1.35762 1.36020 0.54795 -0.684
C -0.48977 0.48592 0.26344 0.572
N 0.72960 0.73065 -0.20606 -0.117
O 0.71317 2.06256 -0.74728 -0.437
N -0.82254 -0.84283 0.19381 -0.252
S 0.54221 -1.83657 -0.03157 -0.205
H 0.94509 0.09582 -0.97185 0.272
H -0.30473 2.25996 -0.43737 0.383
H -1.60484 -0.99875 0.77318 0.274
H 1.03400 -1.48427 1.24080 0.195
```

Computed properties:
Structure (SMILES): O=C(NO)NS
Total charge: 0
Multiplicity: 1



Version two
Formula: CH4N2O2S
Source: the Open Molecules 2025 dataset
Level of theory: wB97M-V/def2-TZVPD

The geometry in XYZ format:
```
10
Properties=species:S:1:pos:R:3:mulliken_charge:R:1
O -3.23225 0.24843 -0.81794 -0.531
N -2.21890 0.26373 -0.06395 0.889
O -2.02650 1.05380 0.81382 -0.503
C -1.28259 -0.78121 -0.29509 -0.244
S 0.10225 -0.81343 0.54691 -0.030
H -1.45335 -1.45593 -1.18845 0.360
N 2.32056 0.35327 0.36996 -0.738
H 2.20167 0.30249 -0.70829 0.309
H 2.66577 1.28263 0.68421 0.215
H 2.92335 -0.45378 0.65884 0.272
```

Computed properties:
Structure (SMILES): O=[N+]([O-])C=S.N
Total charge: 0
Multiplicity: 1



Result of the stability comparison: version one is the most stable of them.



Version one
Formula: CH4N2O2S
Source: the Open Molecules 2025 dataset
Level of theory: wB97M-V/def2-TZVPD

The geometry in XYZ format:
```
10
Properties=species:S:1:pos:R:3:mulliken_charge:R:1
C 1.47267 -0.47730 0.03337 -0.644
N -1.04691 1.41639 -0.64798 -0.387
N 0.39539 -0.08460 0.90086 -0.256
O -2.18511 -0.20762 0.98396 -0.552
O -0.93137 -1.18623 -0.92071 -0.580
S -1.09325 -0.15670 0.05542 1.160
H 1.60850 0.45799 -0.54466 0.293
H 2.24747 -0.70036 0.69620 0.296
H 0.96316 -1.22872 -0.62261 0.354
H -1.43056 2.16715 0.06615 0.317
```

Computed properties:
Total charge: 0
Multiplicity: 1



Version two
Formula: CH4N2O2S
Source: the Open Molecules 2025 dataset
Level of theory: wB97M-V/def2-TZVPD

The geometry in XYZ format:
```
10
Properties=species:S:1:pos:R:3:mulliken_charge:R:1
O 1.58486 -1.16112 -0.41900 -0.479
N 0.38875 -1.11706 0.42269 -0.135
C -0.31422 -0.08357 -0.01998 0.320
S -1.99212 0.00316 -0.03560 -0.426
N 0.31327 1.05275 -0.22548 -0.127
O 1.53759 1.24923 0.31448 -0.454
H 2.27630 -0.78835 0.31328 0.390
H -0.09981 -1.97492 0.50004 0.263
H -0.35305 1.84368 -0.13235 0.260
H 2.04190 1.11561 -0.53581 0.388
```

Computed properties:
Structure (SMILES): ONC(=S)NO
Total charge: 0
Multiplicity: 1



Result of the stability comparison: version two is the most stable of them.



Version one
Formula: CH2N2S
Source: the Open Molecules 2025 dataset
Level of theory: wB97M-V/def2-TZVPD

The geometry in XYZ format:
```
6
Properties=species:S:1:pos:R:3:mulliken_charge:R:1
C 0.25026 0.20953 1.03112 0.537
N 0.84512 -0.49960 1.71856 -0.378
N -0.58459 0.75644 0.21900 -0.564
S 0.19719 -0.61731 -1.89760 -0.093
H -0.36627 1.75370 -0.14129 0.295
H -0.34172 -1.60276 -0.92978 0.203
```

Computed properties:
Total charge: 0
Multiplicity: 1



Version two
Formula: CH2N2S
Source: the Open Molecules 2025 dataset
Level of theory: wB97M-V/def2-TZVPD

The geometry in XYZ format:
```
6
Properties=species:S:1:pos:R:3:mulliken_charge:R:1
C -1.02323 0.75271 0.01210 0.139
N -0.14500 -1.48895 0.09848 -0.373
N 0.18838 0.47309 -0.03905 -0.286
S -2.19789 -0.45770 -0.01985 -0.066
H -1.31543 1.84907 0.19687 0.299
H -0.20879 -1.59528 -0.93500 0.288
```

Computed properties:
Total charge: 0
Multiplicity: 1



Result of the stability comparison: version one is the most stable of them.